[1]
Below is a molecular structure, C15H31AgNOP, with properties calculated with ωB97M-V/def2-TZVPD.

Structure (XYZ):
```
50
Properties=species:S:1:pos:R:3:forces:R:3
C -3.8311 2.3843 -0.7369 -0.2 0.0 0.0
O -3.3908 1.4299 -1.6382 0.3 0.0 0.1
C -3.9957 0.1365 -1.4515 0.0 0.0 -0.1
C -3.0737 -0.9469 -2.0027 -0.1 0.0 0.1
C -2.7234 -2.0301 -0.9857 0.0 0.0 0.0
C -1.7978 -1.5838 0.1464 0.1 0.0 -0.1
C -1.1943 -2.7965 0.8550 -0.1 0.0 0.1
C -0.4226 -2.5287 2.1530 0.1 0.1 0.0
C 1.0730 -2.2679 1.9518 -0.1 0.0 -0.1
C 1.4109 -0.8578 1.4254 0.0 -0.2 0.0
C 1.9479 -0.8578 -0.0146 -0.5 0.1 -0.6
C 2.5461 0.4465 -0.5159 0.6 0.1 0.8
C 4.0508 0.4049 -0.6873 -0.1 -0.3 -0.4
C 4.7572 -0.0414 0.5898 0.1 0.2 0.2
N 5.0204 0.6794 1.5946 -0.1 -0.1 -0.2
P 1.9273 1.9185 0.2449 -0.2 0.4 0.5
C 0.1718 2.1289 -0.3964 0.0 -0.4 -0.2
C 2.8054 3.3990 -0.3998 0.0 0.0 -0.3
H -3.3368 2.2407 0.2651 -0.2 0.0 0.1
H -4.8999 2.3339 -0.5067 0.0 0.0 0.0
H -3.6538 3.3775 -1.1761 0.0 0.0 0.0
H -4.9516 0.1468 -1.9802 -0.1 0.0 0.1
H -4.1971 -0.0170 -0.3853 0.1 0.0 0.0
H -2.1614 -0.4595 -2.3560 0.0 0.0 -0.1
H -3.5465 -1.4180 -2.8644 0.1 0.1 -0.1
H -3.6456 -2.4286 -0.5505 0.0 -0.1 0.0
H -2.2487 -2.8604 -1.5145 0.0 0.0 0.0
H -1.0073 -0.9537 -0.2791 0.0 0.0 0.1
H -2.3439 -0.9711 0.8737 0.0 0.0 0.0
H -2.0148 -3.4867 1.0709 0.0 0.0 0.0
H -0.5356 -3.3138 0.1500 -0.1 -0.1 0.0
H -0.5438 -3.3867 2.8160 0.0 0.0 0.0
H -0.8652 -1.6775 2.6836 0.0 0.0 0.0
H 1.4443 -3.0213 1.2501 0.1 0.0 0.1
H 1.5941 -2.4279 2.8959 0.0 0.0 0.0
H 2.1337 -0.3804 2.0871 0.0 0.1 0.0
H 0.4910 -0.2625 1.4521 0.1 0.2 0.1
H 1.1030 -1.1215 -0.6686 0.1 -0.1 0.0
H 2.6698 -1.6650 -0.1555 0.1 0.1 0.1
H 4.4719 1.3490 -1.0321 0.0 0.1 0.1
H 4.2708 -0.3292 -1.4704 0.0 0.0 0.0
H 5.0613 -1.0893 0.6350 0.0 0.0 0.0
H 4.7106 1.6466 1.4661 0.0 0.0 0.0
H -0.4625 2.0591 0.5191 0.3 -0.3 0.1
H 0.0772 3.0613 -0.9832 0.3 0.0 0.0
H -0.1703 1.3157 -1.0379 0.1 0.0 0.0
H 2.0974 4.1336 -0.7854 0.0 0.0 0.0
H 3.5182 3.1803 -1.1929 -0.1 0.0 0.0
H 3.3380 3.8599 0.4302 0.0 0.0 0.0
Ag -1.6779 3.5489 0.2120 -0.4 0.3 0.0
```
Forces are in eV/Å.

Values from the calculation:
* lowest unoccupied orbital energy (spin up / spin down): -5.19 / -5.23 eV
* HOMO-LUMO gap (spin up / spin down): 0.176 / 0.243 Eh
* net charge: +1
* multiplicity: 2
* ⟨S²⟩: 0.7597

Table of Mulliken atomic charges, one value per atom, all in e: -0.864, -0.320, -0.549, -0.764, -1.061, 0.768, -0.772, -0.940, -1.091, -0.097, -0.972, -0.018, -0.942, -0.069, -0.621, 0.181, -1.423, -1.115, 0.347, 0.430, 0.343, 0.363, 0.460, 0.342, 0.374, 0.332, 0.478, -0.688, 0.303, 0.465, 0.373, 0.380, 0.340, 0.366, 0.371, 0.731, 0.044, 0.343, 0.663, 0.417, 0.302, 0.434, 0.294, 0.648, 0.834, 0.286, 0.368, 0.346, 0.335, 0.242

[2]
Below is a molecular structure, C15H31As2Cl2NRuSe2, with properties calculated with ωB97M-V/def2-TZVPD.

Structure (XYZ):
```
54
Properties=species:S:1:pos:R:3:forces:R:3
Ru -0.0032 -0.1267 -0.2009 0.2 -1.2 -0.8
C -2.6310 1.4597 2.4670 0.3 0.2 -0.2
As -2.1629 -0.1097 1.4021 0.3 -0.8 0.5
C -3.9522 -0.5986 0.7489 0.1 0.2 -0.4
C -1.8748 -1.5111 2.7411 0.3 0.2 -0.3
C -2.6710 -1.4907 3.8828 -0.1 0.0 -0.3
C -2.6252 -2.5524 4.7711 0.1 -0.1 0.1
C -1.7646 -3.6167 4.5427 -0.1 0.1 0.1
C -0.9467 -3.6253 3.4242 0.3 0.0 -0.2
C -0.9945 -2.5750 2.5127 0.1 0.5 -0.1
As 0.0905 -2.6104 0.8757 -1.9 0.1 -0.1
C 1.3682 -4.0784 1.1554 0.6 0.5 -0.1
C -1.1766 -3.5109 -0.3312 0.2 -0.1 -0.2
H -3.6577 1.3573 2.8240 0.1 -0.2 -0.1
H -2.5758 2.3670 1.8604 0.0 -0.1 0.0
H -1.9540 1.5569 3.3176 0.0 0.0 -0.1
H -4.4992 -1.0695 1.5716 0.2 0.1 0.0
H -3.9329 -1.2910 -0.0940 0.1 0.0 0.1
H -4.4759 0.3171 0.4594 0.1 -0.1 0.0
H -3.3517 -0.6666 4.0718 0.0 -0.1 0.0
H -3.2701 -2.5504 5.6366 0.0 0.0 0.1
H -1.7184 -4.4347 5.2461 0.0 -0.1 0.0
H -0.2707 -4.4568 3.2705 0.0 0.0 0.1
H 0.8253 -5.0242 1.2303 -0.2 0.3 0.0
H 1.9507 -3.9149 2.0651 -0.1 0.0 -0.1
H 2.0440 -4.1541 0.2988 -0.1 0.1 0.1
H -1.7312 -4.2629 0.2349 0.1 0.1 0.0
H -0.6184 -4.0134 -1.1268 -0.1 0.1 0.1
H -1.8809 -2.8020 -0.7791 0.2 -0.1 0.2
C 3.9609 -1.0069 1.6143 -0.2 -0.3 0.3
Se 2.9965 -0.1277 0.1802 -0.8 -0.3 -0.6
C 3.5422 -1.3075 -1.3154 -0.1 -0.2 0.2
C 2.7888 -1.0796 -2.6081 -0.2 0.3 -0.1
Se 0.8655 -1.5319 -2.5188 0.4 -0.1 1.1
C 0.3851 -0.9980 -4.3189 -0.1 0.5 -0.1
H 5.0300 -0.9364 1.4051 -0.1 0.1 -0.2
H 3.6669 -2.0512 1.7112 0.0 0.1 -0.1
H 3.7434 -0.4680 2.5362 0.0 0.0 -0.1
H 3.4442 -2.3431 -0.9705 0.1 0.2 0.0
H 4.6038 -1.0861 -1.4733 -0.1 -0.1 0.1
H 3.1972 -1.7399 -3.3797 0.0 0.1 0.1
H 2.8609 -0.0473 -2.9570 0.1 -0.1 0.0
H 0.6742 0.0375 -4.4912 -0.1 0.0 0.0
H -0.6885 -1.1346 -4.4434 0.1 0.0 0.1
H 0.9018 -1.6429 -5.0301 0.1 -0.1 0.2
Cl 0.6414 1.8786 1.5358 -0.1 0.1 0.6
C 1.1584 2.9949 0.2673 0.3 0.6 0.2
Cl 1.1066 2.1120 -1.2561 -0.2 0.3 -0.7
H 2.1839 3.3185 0.4604 -0.2 -0.1 0.0
H 0.4699 3.8387 0.2223 0.1 -0.2 0.0
N -1.8044 0.7587 -1.7684 0.3 -0.3 0.8
H -2.5067 0.0719 -2.0501 0.2 0.1 0.1
H -1.4505 1.1815 -2.6267 0.1 -0.1 0.2
H -2.3094 1.5011 -1.2766 0.1 -0.2 -0.2
```
Forces are in eV/Å.

Values from the calculation:
* lowest unoccupied orbital energy (spin up / spin down): -11.94 / -10.35 eV
* HOMO-LUMO gap (spin up / spin down): 0.203 / 0.265 Eh
* net charge: +3
* multiplicity: 2
* ⟨S²⟩: 1.1358

Table of Mulliken atomic charges, one value per atom, all in e: 0.198, -1.321, 1.079, -1.225, -0.038, -0.522, -0.819, -0.796, -0.497, 0.124, 1.417, -1.369, -1.109, 0.505, 0.396, 0.435, 0.460, 0.347, 0.458, 0.354, 0.441, 0.440, 0.393, 0.507, 0.484, 0.355, 0.443, 0.448, 0.278, -0.949, 0.310, -0.822, -0.925, 0.236, -1.153, 0.414, 0.254, 0.380, 0.373, 0.540, 0.509, 0.499, 0.385, 0.352, 0.424, -0.075, -0.472, -0.061, 0.398, 0.399, -0.612, 0.223, 0.299, 0.209

Q: net charge of number 2 (C15H31As2Cl2NRuSe2)?
A: +3

Q: What is the net charge in the first record?
A: +1

Q: What is the formula in the second record?
A: C15H31As2Cl2NRuSe2

Q: net charge of number 2 (C15H31As2Cl2NRuSe2)?
A: +3